[1]
{
  "formula": "C37H38BrNNaOSi",
  "method": "the ωB97M-V functional and the def2-TZVPD basis",
  "homo_ev": -3.414,
  "homo_lumo_gap_ev": 5.42,
  "energy_ev": -124861.197,
  "relative_energy_kj_mol": 11.1,
  "charge": -1,
  "species": ["C", "C", "H", "H", "H", "C", "H", "H", "C", "H", "H", "C", "C", "C", "H", "H", "H", "C", "H", "H", "H", "C", "H", "H", "H", "C", "C", "C", "C", "C", "Na", "C", "Br", "C", "H", "H", "H", "C", "H", "H", "C", "C", "H", "C", "H", "C", "C", "C", "C", "H", "Si", "C", "O", "H", "C", "H", "C", "H", "C", "C", "H", "C", "C", "C", "H", "C", "H", "H", "H", "C", "H", "H", "C", "C", "H", "H", "H", "N", "H", "C"],
  "positions_angstrom": [[-6.0721, 0.3185, -1.0603], [3.2975, 1.8404, 6.5799], [2.7573, -1.2835, 5.3899], [1.9944, 0.7754, -2.0031], [5.2680, -0.6866, -2.1591], [2.5815, 0.4324, 1.2962], [3.5423, -0.1211, 7.4116], [-2.5321, -4.1420, -5.5532], [-0.1835, -0.0958, 2.5020], [2.7576, -1.8527, 0.4450], [-1.7824, -2.6135, 1.4197], [3.2391, 0.4545, 6.5438], [-3.8127, 0.0675, 0.5418], [3.7334, -3.8941, 3.1251], [2.8435, -1.2625, -2.5348], [-5.1568, 2.0919, -1.8264], [-4.7203, -1.7171, 1.2911], [-1.5804, -2.1460, -0.6541], [3.6419, 2.3513, 7.4716], [-1.5094, -1.8818, -5.2732], [2.4853, 1.5220, 1.4019], [3.3805, -2.5504, 3.0857], [-3.9515, 3.9314, -0.4925], [3.6608, -2.5194, -1.6247], [3.6587, 0.2123, 1.4182], [2.3856, 0.5057, 4.2602], [-2.3384, -3.7601, -4.5571], [2.5404, 1.0035, -1.0823], [-1.8247, -2.7130, -1.9471], [2.9024, 2.5671, 5.4626], [-0.5837, -0.0433, 0.0505], [2.7616, -4.8713, 2.9377], [-0.7320, -0.2642, -3.0326], [-1.7629, -2.4770, -4.4063], [-0.4907, 0.9577, 2.6058], [4.1525, -1.7974, 3.2289], [4.5889, 1.4879, -0.5810], [3.3320, -1.4790, -1.5796], [5.0020, -0.7910, -0.4294], [3.0340, -5.9202, 2.9586], [-1.5280, -2.0046, -3.1498], [-2.3965, -4.0111, -2.1451], [0.0727, -2.8565, 2.4737], [2.0577, -2.1472, 2.8681], [-0.8117, -0.7204, 3.1505], [-4.8313, -0.8718, 0.6251], [-2.4688, -4.2771, 0.2453], [-3.0825, 3.4921, -0.9842], [2.3423, -1.3351, -0.4226], [-6.7374, -1.4959, -0.1297], [1.5650, -0.3238, 2.7357], [-5.9527, -0.7510, -0.1789], [-1.6703, 1.8123, -0.1253], [2.2535, 2.0176, -0.7926], [-2.7986, 2.1108, -0.4486], [4.2600, 1.4277, -2.3045], [-2.6443, -4.5037, -3.4543], [1.3998, -1.8398, -0.6649], [-1.9231, -2.9789, 0.3984], [1.0978, -3.1479, 2.6810], [-2.2052, 4.1147, -0.8320], [1.4428, -4.4956, 2.7135], [4.0487, 0.9326, -1.3511], [4.5199, -0.5378, -1.3783], [4.7648, -4.1812, 3.2964], [2.7937, -0.1982, 5.3976], [-3.0846, -5.4908, -3.5633], [2.9404, 3.6509, 5.4813], [-2.6980, -4.8791, 1.1221], [2.4520, 1.9057, 4.3270], [-3.1278, -5.7798, -1.1367], [-3.2965, 3.4359, -2.0547], [-5.0646, 1.2650, -1.1324], [-2.7093, -4.7869, -1.0020], [0.6829, -5.2516, 2.5488], [2.1276, 2.4959, 3.4728], [-2.9309, -0.0245, 1.1678], [2.0883, 0.0784, -0.0468], [-6.9457, 0.4069, -1.6943], [-3.9237, 1.1364, -0.3420]],
  "forces_ev_per_a": [[0.004, -0.012, 0.029], [-0.024, -0.002, -0.034], [-0.015, 0.054, 0.031], [0.007, 0.001, 0.030], [0.029, -0.006, -0.009], [-0.025, 0.009, -0.137], [-0.005, -0.007, -0.010], [0.010, 0.006, 0.026], [-0.207, 0.079, 0.250], [-0.025, 0.045, -0.030], [-0.013, -0.068, -0.098], [-0.002, -0.019, -0.071], [0.053, -0.068, 0.053], [-0.067, 0.014, -0.025], [-0.002, -0.012, 0.007], [-0.002, -0.028, 0.019], [-0.014, 0.018, 0.005], [-0.036, -0.146, -0.138], [0.003, -0.002, -0.010], [-0.006, -0.009, 0.013], [0.003, -0.060, -0.021], [-0.058, -0.029, 0.014], [0.005, -0.001, -0.026], [0.015, -0.003, -0.024], [-0.023, 0.013, 0.009], [0.081, 0.116, 0.039], [-0.006, 0.026, 0.022], [0.007, -0.087, 0.040], [-0.067, -0.032, -0.049], [-0.004, -0.049, -0.037], [0.623, -0.568, 0.222], [-0.023, 0.061, -0.004], [-0.011, 0.030, -0.062], [-0.037, -0.120, -0.018], [0.007, -0.119, -0.023], [-0.044, -0.036, -0.006], [0.012, -0.007, -0.012], [0.035, 0.065, -0.013], [-0.009, 0.006, 0.012], [-0.002, 0.002, 0.002], [0.010, -0.007, 0.101], [0.006, 0.060, 0.014], [0.104, -0.029, 0.033], [-0.043, -0.186, -0.002], [0.057, 0.075, -0.048], [0.123, 0.020, -0.018], [0.027, 0.056, -0.009], [-0.090, 0.032, -0.048], [-0.010, 0.086, 0.056], [0.014, -0.003, 0.006], [-0.012, 0.047, 0.001], [-0.050, 0.029, -0.046], [-0.111, 0.386, 0.028], [-0.018, -0.016, 0.014], [-0.246, 0.068, -0.137], [0.011, -0.018, 0.016], [0.030, 0.031, 0.021], [-0.005, 0.028, 0.002], [-0.099, -0.037, 0.004], [0.102, 0.025, -0.002], [0.010, -0.004, 0.000], [0.033, 0.065, 0.000], [0.013, -0.055, -0.025], [-0.085, 0.025, 0.003], [0.001, 0.003, -0.003], [0.010, 0.066, 0.014], [0.018, 0.028, 0.008], [-0.004, -0.008, -0.007], [-0.002, 0.036, -0.017], [0.046, -0.086, 0.048], [0.002, 0.030, 0.001], [0.006, -0.002, 0.035], [-0.040, 0.032, -0.061], [0.039, 0.042, -0.032], [0.015, 0.021, 0.003], [0.008, -0.024, 0.066], [-0.010, -0.027, -0.036], [-0.093, 0.072, -0.014], [0.016, 0.001, 0.010], [0.054, 0.083, 0.051]]
}

=====

[2]
{
  "formula": "C36H108AsF6N10O12",
  "method": "the ωB97M-V functional and the def2-TZVPD basis",
  "homo_ev": [-24.624, -24.623],
  "multiplicity": 2,
  "s_squared": 0.756,
  "homo_lumo_gap_ev": [9.13, 5.41],
  "energy_ev": -155594.340,
  "charge": 8,
  "species": ["F", "H", "H", "O", "C", "H", "C", "C", "H", "H", "C", "O", "H", "H", "C", "C", "H", "H", "H", "N", "H", "H", "H", "H", "H", "H", "C", "C", "C", "C", "H", "O", "H", "F", "C", "H", "H", "N", "C", "H", "O", "H", "H", "H", "O", "H", "H", "H", "H", "O", "H", "H", "H", "O", "H", "H", "H", "C", "H", "H", "H", "N", "H", "C", "H", "C", "H", "H", "H", "H", "H", "H", "H", "H", "H", "H", "H", "H", "H", "As", "C", "H", "H", "O", "H", "H", "H", "H", "H", "H", "H", "H", "O", "O", "F", "H", "N", "H", "C", "H", "H", "C", "H", "C", "C", "H", "C", "N", "H", "H", "H", "H", "H", "C", "H", "C", "H", "H", "O", "H", "C", "H", "H", "F", "H", "H", "N", "H", "H", "C", "H", "H", "H", "H", "H", "C", "C", "O", "H", "C", "C", "H", "N", "F", "H", "H", "H", "C", "H", "C", "C", "C", "H", "H", "H", "H", "H", "C", "N", "F", "H", "H", "H", "H", "H", "H", "C", "H", "N", "H", "H", "N", "C"],
  "positions_angstrom": [[-15.3446, -12.3246, 2.7764], [-15.3802, -16.7534, 6.7475], [-15.8228, -15.5576, -0.8501], [-15.2807, -8.3058, 1.7760], [-18.7888, -9.2524, 1.4496], [-12.0656, -11.2113, 11.4827], [-12.8904, -12.7921, 10.4928], [-10.7664, -12.3237, 1.3103], [-16.2964, -9.6206, 2.9845], [-12.3857, -10.5528, 4.7386], [-20.0502, -9.7799, 5.6572], [-14.6400, -15.3307, 8.1384], [-17.7515, -8.9625, 1.2818], [-9.4302, -14.5016, 0.3155], [-12.7906, -11.9679, 11.7826], [-13.0868, -16.7789, 6.9147], [-22.4736, -9.9875, 4.5597], [-17.5780, -17.7577, -0.9834], [-11.9244, -16.0546, 5.4476], [-17.0419, -6.9996, 3.9133], [-9.5325, -7.9627, 9.3757], [-20.9519, -8.6758, 2.3966], [-18.8585, -9.3095, 9.7491], [-17.7802, -7.6048, 3.5836], [-8.5806, -13.0260, 2.5871], [-16.5661, -17.3408, 1.1716], [-12.0709, -16.5928, 8.0677], [-21.2505, -14.3526, 4.0749], [-9.4495, -12.3512, 0.6558], [-16.0385, -13.0858, -0.3508], [-13.6700, -8.8605, 8.9893], [-15.4130, -10.0415, 9.4326], [-12.0480, -8.3680, 6.8222], [-17.3757, -11.7719, 4.3221], [-16.2259, -15.3465, 0.1404], [-16.2902, -16.0131, 9.2349], [-19.0674, -10.3984, 10.8786], [-8.4441, -12.4166, 1.7933], [-16.4355, -10.6385, 8.6455], [-23.2415, -14.9069, 3.4316], [-13.1376, -17.3303, 3.0936], [-19.8668, -13.5515, 2.5035], [-22.4516, -12.9957, 7.8643], [-18.7767, -16.4488, -0.7063], [-22.2576, -12.8922, 5.7112], [-14.7587, -8.7988, -0.1385], [-17.3784, -6.5033, 4.7261], [-14.3213, -9.6860, 7.6088], [-20.5890, -12.2878, 3.6033], [-12.9390, -11.8769, 9.3906], [-16.8595, -6.3297, 3.1797], [-19.4914, -8.7509, 0.7840], [-18.7177, -15.4931, 1.4883], [-19.0424, -8.9680, 2.8250], [-11.6787, -12.3793, 13.6290], [-19.3008, -13.3755, 4.0974], [-15.0892, -6.8659, 4.1577], [-20.3493, -9.1975, 3.1401], [-18.9668, -9.8447, 5.5564], [-8.3534, -13.6826, -0.8634], [-12.0569, -15.5893, 8.4930], [-22.5447, -14.2069, 3.2204], [-11.4982, -10.0882, 3.3525], [-17.7109, -11.0976, 9.4296], [-12.9138, -17.7551, 6.4617], [-14.6004, -9.2312, 8.5592], [-11.0853, -8.6613, 9.2402], [-17.6513, -9.5819, 10.8802], [-20.8010, -14.1008, 6.1745], [-13.4387, -16.1487, 5.0408], [-18.7035, -18.0196, 0.1915], [-10.9475, -11.3706, 1.8071], [-20.4599, -10.2782, 3.0501], [-18.5402, -16.8627, 2.2126], [-16.7161, -15.0524, 7.8129], [-20.8942, -15.3670, 3.8957], [-16.6490, -9.1189, 5.5352], [-12.8294, -11.7197, 7.4090], [-22.2614, -14.9890, 5.9868], [-15.8511, -12.7417, 4.4361], [-21.6835, -14.1801, 5.5397], [-23.2505, -11.6511, 7.0146], [-14.7511, -17.4017, 8.1244], [-16.9132, -14.1424, 0.0948], [-15.6838, -13.1529, -1.3793], [-22.7518, -8.4960, 4.1584], [-19.0933, -11.0995, 7.8364], [-15.1884, -13.0074, 0.3270], [-9.1790, -10.1241, 4.3011], [-12.3775, -17.2600, 8.8733], [-15.3176, -15.3413, 0.7431], [-10.1578, -13.7098, -0.9414], [-14.7196, -18.4433, 3.9231], [-10.8389, -13.5446, 2.1515], [-16.6045, -14.2022, 3.7698], [-20.3435, -9.5614, 6.6840], [-22.1808, -9.0471, 4.7832], [-16.5698, -12.1368, -0.4225], [-12.4421, -12.8319, 12.9961], [-18.3804, -12.7055, 8.1044], [-8.9339, -9.6409, 5.8587], [-10.3976, -7.9995, 8.7136], [-8.3435, -11.4471, 2.0580], [-15.8449, -8.3833, 5.5127], [-18.7405, -11.8001, 8.5931], [-16.0553, -14.2809, 9.1780], [-9.2830, -13.6131, -0.2985], [-18.0009, -16.0620, 1.9158], [-19.6560, -12.0694, 9.1199], [-11.4031, -9.9908, 7.1835], [-13.6720, -10.0684, 12.2966], [-10.5949, -8.1866, 4.8457], [-16.8449, -9.9627, 7.8947], [-20.2146, -13.3070, 3.5072], [-10.8604, -7.0129, 8.7393], [-10.8285, -9.1797, 5.2294], [-15.2597, -8.4059, 8.2904], [-13.8866, -9.7018, 1.1795], [-10.0066, -8.5136, 7.4320], [-11.4688, -12.4733, 0.4904], [-22.9602, -12.6996, 6.9468], [-12.9124, -14.8444, 5.8956], [-18.8637, -10.3226, 1.2568], [-14.3317, -13.6579, 4.6536], [-7.5904, -12.6218, 1.2942], [-12.0578, -13.4803, 10.3471], [-12.8472, -15.8480, 5.8023], [-14.6800, -11.3043, 12.5454], [-22.3860, -8.8448, 5.7512], [-14.5413, -16.5927, 7.4247], [-17.5519, -15.5897, 2.6874], [-22.8493, -13.2875, 3.5067], [-11.9861, -13.7620, 12.6570], [-23.8908, -13.2647, 6.8953], [-12.4766, -12.9626, 3.3706], [-13.0881, -12.4726, 8.1534], [-20.7055, -8.8201, 4.5874], [-15.0096, -16.4961, 3.3711], [-17.4409, -11.8207, 10.1992], [-11.1755, -9.0173, 6.7493], [-14.8293, -9.2720, 0.8409], [-15.5559, -10.0655, 0.6667], [-14.2664, -17.4101, 3.4711], [-16.2851, -13.1751, 6.1390], [-14.6220, -9.3857, 3.3980], [-22.2754, -14.1951, 2.2471], [-11.0732, -16.9105, 7.7646], [-17.1629, -16.5479, 0.7209], [-14.1119, -12.7199, 7.8726], [-15.5227, -8.8591, 3.0824], [-18.1349, -17.1934, -0.2354], [-15.9665, -15.1952, 8.5912], [-9.7249, -10.9871, 5.5424], [-12.0628, -14.6779, 3.3380], [-20.4770, -7.7620, 4.7158], [-16.0546, -7.6823, 6.3206], [-9.3585, -11.3903, 0.1493], [-15.7602, -7.7242, 4.1891], [-9.6017, -10.0398, 5.2145], [-14.9290, -11.3582, 5.0401], [-12.7966, -14.0095, 1.9463], [-12.6135, -13.4293, 7.9353], [-20.3985, -10.7888, 5.4360], [-13.3722, -13.0684, 13.5128], [-16.0064, -11.5551, 8.2407], [-14.9266, -8.8690, 5.8428], [-11.8376, -9.7103, 4.3169], [-13.8338, -13.3118, 10.6600], [-13.9609, -10.9617, 11.9244], [-12.6612, -9.0503, 4.0447], [-14.3361, -10.8267, 10.9964], [-18.3532, -9.9996, 10.2862], [-12.0925, -13.7659, 2.7419]],
  "forces_ev_per_a": [[-0.696, -0.175, 1.625], [0.248, 0.602, -0.906], [-0.460, -0.728, -0.275], [-0.633, 0.311, 1.293], [0.601, -0.323, -0.273], [0.913, -0.321, 0.652], [-1.302, 0.911, 0.539], [-1.366, -2.422, 0.004], [-0.511, 0.134, 0.614], [0.049, -0.397, 0.270], [-0.183, 0.414, -1.207], [-0.172, -1.012, -1.214], [-0.210, 0.200, -0.298], [0.544, -0.064, 0.225], [2.144, 1.013, -1.100], [-0.908, 0.237, 2.191], [0.170, -0.799, 0.250], [0.154, 0.486, -0.363], [0.774, 0.093, -0.131], [0.007, -0.042, -0.296], [0.236, 0.095, -0.426], [-0.686, 0.027, 0.168], [0.143, 0.704, -0.318], [-0.691, -0.735, -0.340], [-0.470, -0.593, -0.105], [0.456, 0.230, -0.229], [-0.396, -0.356, -0.385], [-0.322, 0.353, -0.596], [-0.084, -1.990, -0.964], [-0.234, 0.389, -0.207], [-0.370, -0.217, 0.645], [-0.128, -0.004, -0.197], [0.041, 0.234, 0.127], [1.571, -1.024, 0.045], [-0.502, -1.898, 0.366], [0.172, -0.209, 0.006], [-0.312, -0.434, 0.599], [0.880, 1.496, -1.881], [-1.141, -0.604, 1.014], [-0.517, -0.380, -0.075], [2.096, -0.436, -0.040], [-0.513, 0.194, -0.235], [0.536, -0.090, -0.246], [-0.080, -0.179, -0.200], [-0.202, 0.325, -0.663], [0.445, 0.300, 0.270], [-0.037, 0.445, 0.353], [-0.129, -0.817, 0.197], [-0.007, -0.136, -0.259], [0.101, -0.349, 1.161], [-0.104, 0.551, -0.505], [0.135, 0.316, 0.050], [-0.063, 0.928, -0.045], [1.593, 1.055, 0.576], [-0.464, 0.200, 0.250], [-0.089, 0.079, 0.274], [0.868, -0.685, -0.114], [-0.888, -0.800, 0.315], [-0.011, 0.323, 0.016], [-0.105, 0.281, 0.050], [-0.041, 0.022, -0.253], [1.920, 0.304, 0.997], [0.557, 0.287, 0.039], [1.052, -0.792, 1.461], [-0.373, -0.183, 0.198], [-0.546, 0.792, -0.278], [-0.209, -0.494, -0.261], [0.241, 0.600, 0.249], [0.607, -0.740, -0.206], [-0.459, 0.674, -0.251], [-0.330, 0.254, 0.494], [-0.234, -0.179, 0.521], [-0.789, -0.347, -0.169], [0.134, -0.625, 0.550], [0.203, -0.331, -0.563], [-0.024, 0.014, 0.201], [0.069, -0.279, -0.150], [0.459, -0.089, -0.105], [-0.507, -0.117, -0.526], [0.587, 0.154, 0.013], [1.242, 1.043, 0.782], [0.204, -0.007, -0.075], [0.414, -0.162, 0.370], [-0.016, 0.863, 0.147], [0.071, -0.964, -0.105], [-0.452, 0.954, -0.116], [0.087, -0.109, -0.459], [0.017, 0.081, 0.066], [0.259, 0.381, -0.358], [0.057, -0.060, -0.021], [0.026, 0.471, 0.668], [0.237, 0.614, -0.427], [-0.419, -1.907, 0.948], [0.747, 2.085, 0.038], [-0.026, 0.942, 0.724], [0.035, 0.336, -0.075], [0.467, 0.554, -0.587], [-0.388, -0.169, 0.692], [-0.218, 0.514, -0.417], [0.316, 0.196, 0.074], [0.754, 0.603, 0.484], [0.472, -0.058, 1.221], [0.371, 0.238, 0.682], [-0.196, -0.100, 1.484], [-0.841, 0.721, -0.874], [0.408, 0.096, 0.223], [-0.683, 0.495, 1.290], [-0.565, -0.210, -1.349], [0.231, -0.103, 0.516], [-0.334, -0.270, 0.041], [0.457, 0.324, 0.248], [0.893, -0.019, 0.250], [0.536, 0.169, -0.456], [-0.403, -1.119, 1.168], [0.135, 0.151, -0.763], [0.423, 1.320, 1.425], [0.402, 0.455, 0.026], [0.162, -0.052, -0.174], [-1.789, -0.056, -0.681], [-0.487, 0.419, 0.155], [-1.151, -0.193, -0.188], [-0.548, 0.408, 0.581], [-0.084, -0.202, 0.143], [-0.861, 0.104, -0.045], [1.024, -0.515, 0.318], [-0.023, 0.019, 0.468], [0.846, -0.509, -1.344], [-0.432, -0.283, 0.320], [-0.684, 0.179, 0.367], [0.592, -0.238, 1.193], [0.506, 0.303, 0.200], [-0.891, 0.382, -0.115], [-0.221, -0.055, -0.086], [-0.075, -0.068, 0.194], [0.143, 0.268, -0.145], [-1.049, 0.118, -1.755], [0.980, -1.149, 0.290], [-2.711, 2.908, 0.122], [0.460, 0.032, 0.126], [1.167, 0.072, -0.712], [-0.349, 0.029, -0.393], [-0.187, -0.304, 0.462], [0.898, -0.982, -1.283], [0.147, 0.402, -1.823], [0.061, -0.148, 0.208], [-0.421, -0.143, -0.561], [0.044, 0.136, -0.016], [1.135, 0.591, -0.393], [-0.618, 0.041, 0.477], [1.129, 1.557, -0.788], [0.259, -0.157, -0.416], [-0.652, 0.634, 0.667], [-0.612, -0.455, 0.297], [0.454, 0.016, 0.059], [-0.320, 0.003, 0.397], [-0.108, 0.375, -0.093], [0.690, -0.092, -0.121], [-0.112, -0.956, -1.826], [0.326, 0.210, -0.193], [-0.817, -0.327, -0.162], [-0.446, 0.298, 0.012], [0.862, 0.101, 0.619], [-0.137, -0.161, 0.023], [0.254, -0.141, 0.446], [-0.346, 0.033, -0.667], [-0.025, -0.077, -0.592], [-2.382, -1.744, -0.657], [-0.240, -0.750, -0.887], [0.103, -1.607, 0.292], [0.433, 0.628, 0.266], [-0.450, 0.336, -0.685], [0.175, -0.694, -0.895], [-0.553, -0.526, -0.514]]
}